# C4H12

2 unconnected molecules or ions with the total composition C4H12 at a distorted geometry (wB97M-V/def2-TZVPD, the OMol25 dataset).

The calculation puts the total energy at -159.5759 Ha. Its SMILES is CC.CC. For the HOMO-LUMO gap, the calculation gives 12.7 eV. As for the lowest unoccupied orbital energy: 1.15 eV. The spin multiplicity is 1. For the strongest force on any atom, the calculation gives 1.66 eV/A.

XYZ file:
```
16
Properties=species:S:1:pos:R:3:forces:R:3:lowdin_charge:R:1
C -1.928 0.599 0.272 -0.5 -0.1 0.2 -0.169
C -2.099 -0.365 -0.904 1.4 0.8 -0.3 -0.168
H -2.714 0.398 1.003 0.4 0.0 0.4 0.062
H -0.917 0.525 0.668 -0.1 -0.5 0.5 0.036
H -1.978 1.667 0.065 -0.4 0.0 -0.7 0.062
H -1.881 -1.399 -0.635 -0.3 0.0 0.2 0.064
H -3.039 -0.301 -1.436 -0.2 0.1 0.1 0.056
H -1.288 -0.089 -1.590 -0.3 -0.2 -0.4 0.051
C 2.390 0.363 0.705 -0.3 0.0 0.3 -0.167
C 1.553 -0.641 -0.075 1.2 0.0 -0.3 -0.171
H 2.779 1.167 0.119 0.2 0.4 -0.7 0.052
H 1.738 0.840 1.428 0.1 0.1 0.4 0.057
H 3.246 -0.068 1.209 0.0 -0.3 0.3 0.061
H 2.176 -1.310 -0.670 0.1 0.0 -0.1 0.063
H 0.931 -0.105 -0.781 -0.6 -0.2 0.1 0.047
H 1.031 -1.281 0.622 -0.6 0.0 -0.1 0.065
```
Positions in Å, forces in eV/Å.